DFT (the ωB97M-V functional and the def2-TZVPD basis) results for a single C2H2O3S molecule at a distorted geometry.

Last column: Mulliken charge in e.
Atoms and positions in Å:
O: 0.271 1.815 0.706  -0.521
C: 0.320 0.979 -0.337  0.480
O: 0.642 1.425 -1.652  -0.393
C: 0.180 -0.553 -0.091  0.506
O: 0.928 -1.309 -0.798  -0.470
S: -1.133 -1.120 1.040  -0.196
H: 0.818 2.351 -1.265  0.386
H: -0.422 -2.440 1.140  0.209

Computed properties:
**Total energy**: -701.25962 Ha
**E_HOMO**: -10.548 eV
**Energy above the lowest of the compared OMol25 structures with the same formula, charge and spin**: 212.1 kJ/mol